298
Properties=species:S:1:pos:R:3:forces:R:3 method="wB97M-V/def2-TZVPD" homo_ev=-8.84 largest_force_ev_per_a=8.26 e_tot_ev=-168430.4132 orbital_gap_ev=7.775 spin_multiplicity=1 total_charge=+1
C 9.129 -6.807 -0.717 -0.352 -0.170 1.061
C 7.960 -7.123 0.278 0.734 0.447 -2.095
C 6.640 -7.259 -0.527 -0.753 -0.537 1.039
C 6.275 -6.312 -1.708 0.407 -0.521 1.229
P 4.560 -6.347 -2.209 -1.288 0.154 -0.690
C 3.490 -5.691 -0.913 0.333 0.668 0.710
C 3.748 -4.217 -0.442 -0.353 -1.876 -1.714
C 3.062 -3.952 0.827 0.304 0.368 1.797
C 3.085 -2.451 1.145 -0.825 -0.555 0.846
C 4.452 -5.266 -3.747 0.766 -0.053 0.097
C 5.507 -4.086 -3.834 -0.800 -0.656 1.249
C 5.087 -2.985 -4.767 -1.357 0.993 -0.356
C 3.750 -2.252 -4.352 -0.155 -1.332 0.049
C 4.004 -8.039 -2.534 -1.042 -1.807 0.022
C 3.481 -9.107 -1.438 0.552 2.303 0.296
C 2.773 -10.307 -2.061 0.939 0.313 1.156
C 2.576 -11.336 -0.928 0.405 0.145 -0.923
H 9.055 -5.778 -1.069 0.011 -0.020 -0.086
H 9.117 -7.479 -1.574 -0.023 -0.039 0.005
H 10.085 -6.920 -0.206 0.061 0.052 -0.116
H 7.919 -6.351 1.046 -0.185 0.064 -0.082
H 8.145 -8.075 0.775 -0.068 0.027 0.011
H 5.889 -7.279 0.262 -0.596 0.435 -0.140
H 6.561 -8.286 -0.886 0.318 -0.073 -0.357
H 6.876 -6.625 -2.561 0.093 0.551 -0.156
H 6.388 -5.262 -1.437 0.633 0.096 -0.192
H 3.559 -6.324 -0.028 0.204 -0.374 -0.048
H 2.459 -5.782 -1.254 -0.082 -0.085 -0.327
H 3.327 -3.627 -1.256 0.706 0.665 -0.008
H 4.791 -4.090 -0.153 0.278 0.445 -1.048
H 3.669 -4.496 1.551 -0.059 0.000 0.527
H 2.070 -4.385 0.953 -0.252 0.263 -0.402
H 2.955 -2.306 2.217 -0.303 0.066 0.037
H 2.194 -2.056 0.656 0.310 0.666 -0.056
H 4.003 -1.910 0.914 -0.016 -0.222 -0.571
H 3.439 -4.928 -3.963 -0.262 -0.040 0.680
H 4.629 -5.941 -4.585 0.212 -0.245 -0.039
H 6.475 -4.529 -4.065 0.070 0.234 -0.148
H 5.588 -3.574 -2.875 0.152 -0.332 0.428
H 4.953 -3.431 -5.753 0.099 0.399 -0.297
H 5.828 -2.187 -4.798 0.407 -0.384 -0.191
H 3.639 -1.206 -4.636 0.333 -0.140 -0.204
H 3.519 -2.328 -3.289 0.632 0.210 0.384
H 2.884 -2.793 -4.733 -0.029 0.093 -0.520
H 4.767 -8.621 -3.052 0.463 0.422 -0.216
H 3.182 -8.001 -3.249 -0.159 0.608 -0.171
H 2.827 -8.640 -0.702 -0.221 0.291 -0.132
H 4.366 -9.357 -0.852 0.033 -0.586 -0.047
H 3.538 -10.670 -2.748 -0.735 -0.422 -0.732
H 1.818 -9.966 -2.460 0.268 -0.238 -0.601
H 3.573 -11.448 -0.502 -0.234 -0.072 0.666
H 2.312 -12.330 -1.289 -0.317 0.136 -0.093
H 1.821 -10.966 -0.235 0.250 -0.201 0.241
C -3.647 7.939 -5.318 0.123 -0.024 -0.396
C -2.088 7.933 -5.347 0.930 -0.313 0.770
C -1.322 7.965 -3.956 -1.423 -0.872 0.525
C 0.124 7.444 -3.839 0.303 0.602 -1.194
P 0.496 5.731 -4.326 1.275 0.940 -0.114
C 0.630 5.681 -6.133 -0.241 -0.507 0.055
C 1.381 6.793 -6.885 -1.026 -0.657 0.376
C 1.280 6.556 -8.413 0.165 -0.469 1.583
C 2.245 7.418 -9.191 -0.010 -1.052 -0.810
C 2.210 5.401 -3.616 -0.999 1.151 0.373
C 2.693 4.043 -3.935 0.016 -1.229 0.120
C 4.017 3.587 -3.341 -0.401 -0.236 0.238
C 4.153 2.057 -3.374 0.289 0.861 0.100
C -0.731 4.588 -3.671 -0.944 -0.152 -0.260
C -1.958 4.255 -4.582 -0.463 -0.374 0.969
C -3.086 3.628 -3.686 0.215 0.666 -0.655
C -4.444 3.519 -4.393 0.314 -0.208 -0.150
H -4.125 8.896 -5.106 0.441 0.098 0.777
H -4.090 7.142 -4.721 0.308 0.184 0.591
H -4.132 7.748 -6.275 0.729 -0.218 -0.608
H -1.673 8.746 -5.944 -0.279 0.107 -0.211
H -1.709 7.016 -5.797 -0.453 -0.035 -0.428
H -1.856 7.278 -3.299 -0.569 0.327 0.285
H -1.401 8.968 -3.537 0.150 -0.100 0.180
H 0.629 7.514 -2.876 -0.781 0.279 0.498
H 0.707 8.108 -4.476 0.567 -0.282 -0.264
H -0.391 5.669 -6.516 -0.082 -0.383 -0.018
H 1.074 4.698 -6.289 -0.088 -0.207 -0.418
H 2.384 6.840 -6.461 0.195 0.391 -0.447
H 0.798 7.695 -6.696 0.550 0.440 0.218
H 0.227 6.682 -8.662 -0.034 0.593 -0.277
H 1.396 5.490 -8.610 0.595 -0.100 -0.115
H 2.128 8.485 -8.998 -0.024 -0.096 -0.324
H 2.113 7.098 -10.225 -0.286 0.915 -0.418
H 3.284 7.112 -9.067 0.072 0.166 0.741
H 2.074 5.526 -2.541 -0.064 0.080 0.237
H 2.948 6.138 -3.930 -0.346 0.473 -0.245
H 2.739 3.959 -5.021 -0.191 -0.633 0.000
H 1.977 3.360 -3.478 -0.336 -0.355 -0.686
H 4.072 3.839 -2.282 0.095 0.574 0.019
H 4.850 4.025 -3.892 0.171 0.135 0.228
H 4.128 1.743 -4.417 0.289 -0.494 0.181
H 3.396 1.528 -2.796 -0.337 0.187 -0.166
H 5.086 1.892 -2.835 0.286 -0.650 -0.553
H -1.135 5.037 -2.763 0.276 0.409 0.190
H -0.254 3.669 -3.329 0.157 -0.162 -0.376
H -1.675 3.557 -5.370 0.114 -0.040 0.035
H -2.412 5.126 -5.055 0.289 0.276 0.009
H -3.244 4.229 -2.791 0.314 0.180 0.054
H -2.729 2.652 -3.356 -0.179 -0.110 -0.044
H -5.224 3.164 -3.719 0.144 -0.417 -0.035
H -4.323 2.859 -5.253 -0.351 -0.222 -0.004
H -4.861 4.447 -4.784 0.473 0.368 0.036
C -2.303 4.663 3.507 0.518 -0.521 1.175
C -1.655 3.863 4.698 -2.180 -0.346 -1.419
C -0.207 4.014 4.842 1.803 0.774 -0.017
C 0.245 3.263 6.121 0.077 0.760 -0.724
P 1.991 3.394 6.427 0.293 1.300 1.175
C 2.450 2.356 7.925 0.440 0.555 -1.692
C 2.365 0.872 7.546 -1.981 -0.440 -0.099
C 1.945 -0.109 8.647 1.475 -0.658 0.682
C 2.933 -0.117 9.823 -0.422 0.536 0.101
C 2.811 2.894 4.979 1.399 -1.671 -0.924
C 4.322 2.627 5.197 -0.092 0.365 0.270
C 5.165 2.257 3.972 -0.705 0.652 0.727
C 5.074 0.792 3.558 -0.279 0.348 -0.079
C 2.497 5.173 6.763 -0.862 -1.132 1.446
C 1.788 5.709 8.044 0.156 -1.088 -0.963
C 2.110 7.104 8.383 0.283 1.613 1.595
C 1.639 7.421 9.823 -0.185 0.550 -0.296
H -3.380 4.492 3.506 -0.048 0.192 0.054
H -1.920 4.320 2.546 0.229 0.107 0.102
H -2.072 5.724 3.602 -0.174 -0.010 -0.166
H -1.820 2.806 4.491 -0.006 -0.379 -0.203
H -2.199 3.956 5.638 -0.025 0.720 0.151
H 0.162 5.040 4.845 -0.481 0.576 0.673
H 0.267 3.769 3.891 0.207 -1.084 0.043
H -0.075 2.224 6.041 0.049 -0.156 0.325
H -0.196 3.807 6.957 -0.448 -0.413 0.210
H 1.765 2.740 8.681 0.094 -0.443 0.299
H 3.490 2.581 8.157 -0.105 0.424 0.375
H 3.248 0.488 7.035 0.270 0.323 0.319
H 1.586 0.751 6.793 -0.095 0.009 -0.341
H 2.067 -1.105 8.221 -0.375 -0.064 -0.323
H 0.926 -0.064 9.030 -0.079 0.513 -0.346
H 3.950 -0.180 9.436 0.088 -0.240 0.195
H 2.710 -0.919 10.527 0.221 -0.178 -0.175
H 2.864 0.794 10.417 0.051 0.220 -0.026
H 2.727 3.625 4.175 -0.357 0.130 0.083
H 2.276 1.989 4.688 -0.069 -0.281 -0.396
H 4.556 1.879 5.953 -0.441 0.029 0.298
H 4.660 3.592 5.575 0.587 -0.009 0.108
H 6.172 2.553 4.264 0.241 -0.317 -0.269
H 4.847 2.983 3.223 0.206 -0.335 -0.641
H 5.225 0.108 4.393 0.567 0.132 0.126
H 5.797 0.624 2.760 -0.101 -0.372 0.052
H 4.076 0.499 3.232 -0.106 0.265 -0.364
H 2.306 5.870 5.947 0.198 -0.390 -0.282
H 3.555 5.052 6.998 0.220 0.374 -0.324
H 2.020 5.096 8.915 -0.184 -0.368 -0.097
H 0.716 5.744 7.850 -0.213 -0.588 0.245
H 1.575 7.744 7.682 0.335 0.343 -0.017
H 3.168 7.364 8.432 0.197 -0.223 -0.749
H 2.266 7.010 10.614 0.031 -0.572 -0.247
H 0.605 7.103 9.961 -0.030 0.041 0.203
H 1.710 8.491 10.019 -0.287 0.123 -0.199
C -6.042 -6.297 2.546 -1.189 0.433 0.257
C -6.946 -5.205 3.156 0.403 0.198 0.625
C -6.201 -3.863 3.337 -1.218 -0.598 -1.068
C -5.341 -3.848 4.551 2.006 0.781 0.714
P -4.211 -2.412 4.488 0.965 0.131 0.143
C -3.349 -2.387 2.853 -0.683 -0.843 0.003
C -2.476 -3.638 2.574 0.295 0.242 1.012
C -2.042 -3.826 1.100 0.322 -0.331 0.592
C -3.074 -4.336 0.067 -0.129 1.249 0.908
C -5.139 -0.913 4.666 0.101 0.443 -0.577
C -4.222 0.323 4.464 0.593 -0.195 -0.118
C -4.841 1.622 4.868 -0.304 -0.417 0.691
C -6.020 1.953 4.023 -0.741 0.566 -1.312
C -2.948 -2.463 5.868 -0.692 -0.092 -0.398
C -3.402 -2.237 7.386 -1.544 -1.894 -3.211
C -2.368 -1.776 8.306 0.890 0.638 -0.220
C -2.049 -0.323 7.977 0.279 1.229 1.325
H -6.519 -7.252 2.766 0.338 -0.199 -0.148
H -5.046 -6.261 2.986 0.041 -0.129 -0.129
H -6.007 -6.167 1.464 0.301 -0.051 0.033
H -7.277 -5.505 4.150 0.031 -0.241 0.188
H -7.887 -5.066 2.622 0.248 0.011 -0.410
H -6.924 -3.047 3.314 0.091 0.131 0.151
H -5.569 -3.730 2.459 -0.044 0.128 -0.096
H -4.602 -4.649 4.546 -0.163 -0.521 -0.051
H -5.767 -3.848 5.554 -0.562 -0.044 -0.147
H -2.761 -1.470 2.807 0.212 -0.016 0.149
H -4.117 -2.322 2.083 -0.385 0.394 0.083
H -2.836 -4.542 3.065 -0.676 -0.259 -0.376
H -1.623 -3.412 3.214 0.748 -0.206 -0.501
H -1.190 -4.506 1.073 0.187 0.025 0.233
H -1.641 -2.831 0.908 -0.040 -0.156 -0.798
H -2.686 -4.399 -0.950 0.228 0.005 0.133
H -3.850 -3.571 0.085 -0.506 -0.175 -0.399
H -3.511 -5.298 0.330 0.124 0.000 0.135
H -5.693 -0.991 5.601 0.290 0.398 0.403
H -5.930 -0.963 3.917 0.048 0.225 -0.391
H -3.907 0.425 3.425 -0.360 -0.381 -0.307
H -3.252 0.278 4.960 -0.003 -0.659 0.403
H -4.091 2.411 4.805 -0.007 0.043 -0.011
H -5.107 1.501 5.918 -0.157 0.386 0.271
H -5.764 1.861 2.967 0.477 0.418 -0.241
H -6.348 2.980 4.187 -0.277 -0.106 0.006
H -6.873 1.276 3.994 -0.103 -0.076 0.964
H -2.168 -1.780 5.531 -0.031 0.424 0.100
H -2.505 -3.437 5.658 0.171 -0.333 0.613
H -3.795 -3.193 7.732 0.009 -0.238 -0.051
H -4.284 -1.597 7.402 0.110 0.401 -0.016
H -1.481 -2.405 8.226 0.041 -0.088 0.178
H -2.877 -1.969 9.250 0.770 0.671 0.618
H -1.748 -0.047 6.966 -0.381 -0.649 -0.361
H -1.254 0.148 8.556 0.327 -0.513 0.396
H -2.888 0.300 8.285 -0.383 0.021 -0.421
C -4.860 -0.021 -3.915 0.164 -0.552 0.698
C -3.523 -0.644 -3.480 -0.084 -0.568 -0.961
C -3.047 -1.706 -4.495 0.861 0.949 -0.719
C -2.421 -1.010 -5.755 0.177 -1.525 0.187
N -2.386 -1.934 -7.012 -1.432 0.231 0.303
C -1.982 -1.090 -8.215 0.619 0.734 1.668
C -2.416 -1.835 -9.427 0.409 -0.272 -0.055
C -3.659 -2.692 -8.946 0.738 1.020 -0.189
C -3.852 -2.388 -7.399 2.500 0.121 -1.519
C -1.416 -3.198 -6.876 -1.983 1.496 0.603
H -5.255 0.719 -3.219 0.377 0.207 0.016
H -5.626 -0.796 -3.885 -0.060 -0.122 -0.409
H -4.761 0.408 -4.911 -0.247 0.043 -0.024
H -3.598 -1.238 -2.569 -0.155 0.737 0.468
H -2.746 0.120 -3.453 0.118 0.013 0.486
H -3.871 -2.396 -4.675 0.020 0.046 -0.407
H -2.220 -2.276 -4.071 -0.211 -0.211 0.187
H -1.380 -0.761 -5.550 0.210 -0.191 0.149
H -2.848 -0.041 -6.010 -0.591 -0.358 -0.334
H -0.928 -0.919 -7.998 0.287 -0.116 -0.778
H -2.409 -0.088 -8.169 -0.505 -0.174 0.460
H -1.512 -2.352 -9.748 -0.475 -1.020 -0.107
H -2.614 -1.213 -10.301 -0.380 0.297 0.366
H -3.404 -3.686 -9.313 -0.805 -0.307 0.713
H -4.526 -2.269 -9.453 -0.078 -0.561 -0.102
H -4.207 -3.182 -6.741 0.154 0.101 -0.263
H -4.449 -1.479 -7.325 -0.065 -0.180 0.274
H -1.960 -3.920 -6.267 0.095 -0.046 -0.101
H -0.557 -2.885 -6.283 0.210 -0.011 -0.578
H -1.283 -3.573 -7.891 0.441 0.097 0.340
C 0.585 -2.393 -2.868 -0.826 -0.169 -0.008
C 0.023 -2.189 -1.425 0.858 -0.714 -1.355
C -0.052 -0.756 -1.049 -0.567 1.058 -0.175
C -0.900 -0.495 0.173 -0.595 1.921 0.514
N -1.273 1.032 0.234 -0.243 0.570 -1.205
C -2.213 1.367 1.340 -1.641 -0.555 1.639
C -3.393 2.271 0.888 0.192 0.389 0.554
C -3.045 2.593 -0.486 1.727 -0.159 -3.001
C -2.216 1.409 -0.989 0.369 -0.257 0.369
C -0.020 1.877 0.213 1.087 0.666 1.409
C 1.108 1.479 1.298 0.310 0.920 -1.626
C 2.361 2.444 1.229 -1.465 -0.226 -0.676
H 0.978 -3.395 -3.038 0.227 -0.045 0.294
H 1.292 -1.651 -3.240 0.084 0.125 0.435
H -0.241 -2.362 -3.578 -0.096 0.223 -0.047
H 0.733 -2.663 -0.747 -0.485 -0.495 0.298
H -0.980 -2.615 -1.400 0.193 -0.456 0.308
H -0.548 -0.193 -1.840 0.261 -0.097 -0.427
H 0.967 -0.376 -0.985 -0.033 0.282 0.265
H -0.450 -0.725 1.139 -0.017 -0.153 -0.032
H -1.912 -0.898 0.116 0.207 -0.574 -0.164
H -1.794 1.722 2.282 0.740 -0.250 -0.357
H -2.747 0.440 1.547 0.495 -0.277 0.258
H -3.466 3.265 1.328 -0.098 -0.480 0.996
H -4.337 1.728 0.935 0.094 0.103 0.168
H -2.349 3.430 -0.538 -0.266 0.535 0.111
H -3.861 2.779 -1.185 -0.101 -0.045 0.239
H -1.579 1.572 -1.858 -0.106 0.101 0.055
H -2.909 0.584 -1.158 0.315 -0.335 0.194
H -0.258 2.925 0.394 -0.514 0.023 0.424
H 0.361 1.962 -0.805 0.208 -0.834 -0.045
H 1.501 0.487 1.075 -0.310 -0.208 0.227
H 0.747 1.535 2.325 -0.417 -0.265 -0.121
H 2.043 3.461 1.459 0.155 0.057 0.578
H 2.739 2.563 0.213 0.084 -0.436 -0.193
H 3.161 2.038 1.849 -0.124 0.286 0.098
N 0.114 -5.941 -3.830 2.174 -0.846 -1.390
O 0.098 -5.219 -4.817 -0.736 1.932 -1.664
O -0.812 -6.098 -3.108 -3.286 0.140 2.258
O 1.156 -6.586 -3.636 2.176 -0.980 0.889
N 0.582 1.254 -5.071 -0.565 0.595 0.285
O 1.075 0.226 -5.457 1.157 -2.691 -0.875
O 0.734 2.293 -5.670 0.777 2.750 -2.080
O -0.117 1.291 -4.070 -1.685 -0.569 2.761
N -0.364 5.875 0.471 -0.912 2.232 3.907
O -1.367 6.563 0.672 -1.429 0.003 0.932
O 0.335 5.430 1.378 0.357 -1.341 2.876
O 0.053 5.768 -0.606 2.085 -1.257 -7.897
N -5.891 -0.224 0.253 -1.195 0.201 -1.606
O -4.816 -0.560 -0.203 3.716 -0.606 -0.948
O -6.383 -0.916 1.120 -1.330 -0.771 2.466
O -6.485 0.713 -0.285 -0.680 1.058 0.356
N 0.240 -0.685 3.803 -2.432 2.361 3.675
O 0.334 -1.662 3.191 -0.376 -5.446 -5.153
O -0.843 -0.060 3.939 -1.372 0.776 -0.951
O 1.141 -0.383 4.524 4.131 2.531 2.626